(1)
This record from the Open Molecules 2025 dataset describes a cluster of 2 separate species, C5H10O2 in total at a distorted geometry. The level of theory is ωB97M-V/def2-TZVPD.

## Properties
HOMO-LUMO gap in Ha: 0.316
Energy above the lowest of the compared OMol25 structures with the same formula, charge and spin in kcal per mole: 98.8
SMILES: C=C/C=C(/C)O.O

Structure (ORCA input):
```
! wB97M-V def2-TZVPD RIJCOSX def2/J DEFGRID3
* xyz 0 1
O -0.142 -0.886 -3.059
O 1.677 -0.717 1.202
C 0.046 1.599 0.702
C 0.435 -0.850 0.899
C -0.424 0.230 0.529
C -0.569 2.845 0.612
C 0.027 -2.311 0.524
H -0.718 -2.684 1.247
H -0.229 3.908 0.239
H -1.735 2.732 0.867
H -0.224 -0.371 -3.873
H -0.580 -1.914 -0.278
H 1.783 0.052 1.672
H 1.166 1.682 0.566
H 0.673 -3.030 0.142
H -1.605 0.061 0.475
H 0.421 -0.347 -2.467
*
```

natural (NBO) population analysis, charges in e, atoms 1 to 8: number 1, O, carries -0.944; number 2, O, carries -0.640; number 3, C, carries -0.246; number 4, C, carries 0.421; number 5, C, carries -0.423; number 6, C, carries -0.432; number 7, C, carries -0.688; number 8, H, carries 0.228

(2)
This record from the Open Molecules 2025 dataset describes an isolated molecule of C23H31FN2O4S at a distorted geometry. The level of theory is ωB97M-V/def2-TZVPD.

## Properties
HOMO-LUMO gap in Ha: 0.331
Energy above the lowest of the compared OMol25 structures with the same formula, charge and spin in kcal per mole: 0.0
SMILES: C[C@@H]1C[C@@H](C)CN(CCCNC(=O)c2ccc(CS(=O)(=O)Cc3ccccc3F)o2)C1

Structure (ORCA input):
```
! wB97M-V def2-TZVPD RIJCOSX def2/J DEFGRID3
* xyz 0 1
S 4.009 1.847 -0.034
F 1.409 -1.007 -1.547
O 0.690 1.692 -0.313
O -2.225 2.874 -2.006
O 3.949 3.178 -0.563
O 5.219 1.446 0.630
N -1.146 0.881 -2.121
N -2.747 -0.749 -0.230
C -0.207 3.701 0.060
C 3.666 -3.355 0.009
C -1.661 -1.509 0.359
C -3.255 -1.346 -1.452
C 3.678 0.684 -1.423
C 2.543 -1.517 -1.004
C 4.828 -1.290 -0.395
C 2.516 -2.819 -0.544
C -3.340 0.208 1.967
C -3.056 1.660 1.591
C -2.327 -1.204 -2.660
C -2.045 0.245 -3.048
C -1.046 -0.739 1.528
C -1.327 2.131 -1.656
C 2.611 1.609 1.155
C -0.310 2.542 -0.662
C 0.135 -1.500 2.124
C 3.681 -0.720 -0.944
C -3.813 -0.577 0.742
C 4.818 -2.588 0.081
C 0.916 3.548 0.900
C 1.424 2.304 0.643
C -2.122 -0.486 2.580
H -2.812 -1.699 -3.504
H -4.210 -1.558 1.069
H -2.963 0.838 -3.060
H -0.392 0.325 -1.753
H 4.485 0.888 -2.124
H -0.185 -2.472 2.496
H -2.422 1.707 0.712
H -2.013 -2.498 0.716
H 1.300 4.257 1.604
H -2.434 -1.445 3.004
H 5.720 -0.690 -0.327
H 5.716 -3.006 0.508
H -0.863 4.542 -0.011
H -1.606 0.267 -4.055
H -0.896 -1.682 -0.400
H 2.478 0.534 1.236
H 0.912 -1.660 1.379
H 2.726 0.992 -1.848
H 3.660 -4.369 0.376
H -0.693 0.222 1.149
H -1.717 0.121 3.393
H -4.195 -0.842 -1.694
H -3.482 -2.420 -1.307
H -3.984 2.175 1.357
H 2.958 2.029 2.093
H 0.564 -0.943 2.955
H -1.379 -1.714 -2.483
H -4.627 -0.027 0.263
H -4.149 0.195 2.707
H 1.606 -3.394 -0.624
H -2.569 2.185 2.410
*
```

natural (NBO) population analysis, charges in e, atoms 1 to 8: number 1, S, carries 2.150; number 2, F, carries -0.352; number 3, O, carries -0.424; number 4, O, carries -0.620; number 5, O, carries -0.932; number 6, O, carries -0.948; number 7, N, carries -0.596; number 8, N, carries -0.452

Which formula does entry 1 have? C5H10O2

The lowest energy above the lowest of the compared OMol25 structures with the same formula, charge and spin belongs to which entry? C23H31FN2O4S

Which of these has the highest HOMO-LUMO gap? C23H31FN2O4S